1.
Computed, not measured: C31H27NP2PtS2 as an isolated structure, with ωB97M-V/def2-TZVPD.

Output
Highest occupied orbital energy (spin up / spin down) (eV): -6.09 / -7.34
<S²>: 2.03
2S+1: 3
LUMO level (spin up / spin down) (eV): 0.495 / -1.837

Each line ends with the Löwdin spin population.
Element x y z (Å)
Pt -0.28 0.06 -1.49  0.545
C 0.02 0.01 3.01  0.004
N 0.30 0.04 1.57  0.013
P -0.60 -0.93 0.50  0.045
C -0.16 -2.63 0.91  0.004
C -0.67 -3.29 2.03  0.000
C -0.23 -4.56 2.35  0.000
C 0.72 -5.19 1.56  0.000
C 1.22 -4.55 0.43  0.000
C 0.78 -3.28 0.11  0.002
C -2.34 -0.76 0.96  0.003
C -3.25 -1.80 0.75  0.002
C -4.61 -1.60 0.96  0.000
C -5.07 -0.36 1.36  0.000
C -4.18 0.69 1.55  0.000
C -2.82 0.49 1.34  0.000
P 0.78 1.52 0.73  0.098
C 1.92 2.30 1.96  0.036
C 2.88 1.60 2.69  0.004
C 3.75 2.28 3.52  0.002
C 3.68 3.67 3.63  -0.002
C 2.73 4.36 2.91  0.001
C 1.85 3.68 2.08  0.002
C 2.09 0.86 -0.37  0.037
C 2.75 -0.36 -0.16  0.041
C 3.83 -0.72 -0.94  -0.004
C 4.30 0.14 -1.92  0.036
C 3.69 1.37 -2.11  -0.004
C 2.60 1.73 -1.34  0.046
H 0.22 -0.99 3.39  0.000
H -1.02 0.27 3.24  0.000
H 0.67 0.70 3.54  0.001
H -1.41 -2.80 2.65  0.000
H -0.62 -5.07 3.22  0.000
H 1.06 -6.19 1.82  0.000
H 1.95 -5.05 -0.19  0.000
H 1.15 -2.78 -0.78  0.002
H -2.90 -2.77 0.43  0.000
H -5.30 -2.41 0.79  0.000
H -6.13 -0.20 1.52  0.000
H -4.54 1.66 1.85  0.000
H -2.14 1.32 1.44  0.000
H 2.96 0.53 2.59  0.001
H 4.50 1.74 4.08  0.000
H 4.37 4.19 4.28  0.000
H 2.67 5.44 2.99  0.000
H 1.09 4.23 1.52  0.001
H 2.40 -1.02 0.63  0.001
H 4.32 -1.67 -0.77  -0.001
H 5.15 -0.15 -2.53  0.003
H 4.05 2.05 -2.87  -0.001
H 2.12 2.69 -1.50  0.001
S -0.35 1.78 -3.04  0.300
C -1.58 1.32 -4.12  0.095
C -1.94 2.21 -5.18  0.005
C -2.89 1.87 -6.08  0.044
C -3.56 0.62 -5.99  0.032
C -3.24 -0.24 -4.99  0.022
C -2.25 0.08 -4.02  0.107
S -1.90 -1.02 -2.78  0.467
H -1.42 3.16 -5.24  0.000
H -3.15 2.56 -6.88  0.003
H -4.32 0.37 -6.71  0.002
H -3.74 -1.20 -4.91  0.003

---

2.
Computed, not measured: C38H33FeIN7O2P2SeTe as an isolated structure in a non-equilibrium geometry, with ωB97M-V/def2-TZVPD.

Output
Highest occupied orbital energy (spin up / spin down) (eV): -9.50 / -9.55
<S²>: 6.01
Total charge: +1
Energy relative to the best compared isomer or geometry (same formula, charge and spin) (kcal/mol): 5.21
2S+1: 5
LUMO level (spin up / spin down) (eV): -4.042 / -4.044

Each line ends with the Löwdin spin population.
Element x y z (Å)
Fe -0.16 -1.43 -1.88  3.652
Te -0.64 -1.89 2.60  0.000
C -1.02 -0.66 4.28  0.000
C -2.27 -0.11 4.52  0.000
C -2.43 0.71 5.63  0.000
N -1.45 0.98 6.50  0.000
C -0.27 0.42 6.27  0.000
C 0.00 -0.41 5.18  0.000
C -0.03 -0.32 1.34  0.001
P 1.39 -0.66 0.24  0.028
C 2.80 -1.11 1.32  0.010
C 2.83 -0.82 2.68  0.002
C 3.98 -1.06 3.42  0.000
C 5.10 -1.60 2.81  0.001
C 5.07 -1.91 1.46  0.000
C 3.92 -1.66 0.72  0.002
C 1.93 1.07 -0.17  0.000
C 2.47 1.90 0.81  0.000
C 2.92 3.18 0.50  0.000
C 2.83 3.65 -0.80  0.000
C 2.29 2.85 -1.79  0.000
C 1.85 1.56 -1.47  0.000
P -1.14 0.67 0.50  0.006
C -0.73 2.41 0.65  0.001
C -0.43 2.90 1.92  0.000
C -0.18 4.25 2.10  0.000
C -0.21 5.11 1.01  0.000
C -0.50 4.63 -0.26  0.000
C -0.76 3.28 -0.44  0.000
C -2.87 0.61 1.06  0.001
C -3.62 -0.57 1.07  0.001
C -4.93 -0.56 1.52  0.000
C -5.51 0.62 1.95  0.000
C -4.80 1.80 1.90  0.000
C -3.49 1.80 1.45  0.000
H -3.11 -0.31 3.87  0.000
H -3.39 1.16 5.84  0.000
H 0.51 0.63 6.99  0.000
H 0.98 -0.85 5.06  0.000
H 1.96 -0.38 3.15  0.000
H 4.00 -0.81 4.47  0.000
H 6.00 -1.79 3.39  0.000
H 5.95 -2.33 0.98  0.000
H 3.91 -1.88 -0.34  0.001
H 2.54 1.55 1.83  0.000
H 3.33 3.80 1.28  0.000
H 3.18 4.65 -1.04  0.000
H 2.21 3.21 -2.80  0.000
H 1.42 0.95 -2.24  0.000
H -0.40 2.22 2.76  0.000
H 0.05 4.63 3.08  0.000
H -0.01 6.17 1.15  0.000
H -0.52 5.30 -1.11  0.000
H -0.98 2.89 -1.43  0.000
H -3.18 -1.48 0.71  0.000
H -5.50 -1.48 1.53  0.000
H -6.53 0.62 2.32  0.000
H -5.26 2.73 2.22  0.000
H -2.94 2.73 1.41  0.000
I 5.49 -1.65 -4.75  0.001
C 3.54 -1.22 -4.26  0.001
C 2.65 -0.44 -4.95  0.003
N 1.51 -0.44 -4.25  0.002
N 1.60 -1.20 -3.14  0.024
C 2.83 -1.68 -3.13  0.005
H 2.77 0.11 -5.87  0.000
H 0.59 -0.11 -4.51  0.000
H 3.17 -2.33 -2.34  0.001
N -0.56 -3.51 -0.85  0.033
H -1.41 -3.81 -1.31  0.000
H -0.80 -3.38 0.13  0.001
H 0.10 -4.28 -0.90  0.002
Se -2.74 -0.04 -5.65  0.000
N -3.32 -1.61 -6.17  -0.001
C -2.64 -2.50 -5.49  0.000
C -2.79 -3.92 -5.60  -0.001
C -2.00 -4.69 -4.82  0.001
C -1.07 -4.08 -3.91  0.002
N -0.89 -2.80 -3.76  0.028
C -1.66 -1.99 -4.56  0.002
N -1.55 -0.68 -4.52  0.002
H -3.51 -4.34 -6.29  0.000
H -2.07 -5.77 -4.84  0.000
H -0.44 -4.72 -3.31  0.000
O -1.04 0.39 -1.29  0.062
O -1.87 -0.85 -1.33  0.123

---

3.
Computed, not measured: an isolated ion of composition C2H5N2 and charge +1 in a non-equilibrium geometry, with ωB97M-V/def2-TZVPD.

Output
Highest occupied orbital energy (spin up / spin down) (eV): -15.01 / -15.26
Total charge: +1
Energy relative to the best compared isomer or geometry (same formula, charge and spin) (kcal/mol): 97.59
LUMO level (spin up / spin down) (eV): -7.073 / -6.605

Each line ends with the Mulliken charge.
Element x y z (Å)
C 0.38 -0.14 -0.46  -0.170
C 1.44 0.28 0.39  -0.441
N -2.13 0.19 0.22  -0.079
N -1.08 0.64 0.02  0.194
H 0.49 -0.05 -1.59  0.327
H -0.10 -1.00 -0.08  0.268
H 1.32 -0.02 1.45  0.274
H 2.36 0.70 0.02  0.302
H -2.68 -0.60 0.03  0.324

---

4.
Computed, not measured: one molecule with the formula C5H11NO, with ωB97M-V/def2-TZVPD.

Output
Structure (SMILES): CC(C)N(C)C=O
Highest occupied orbital energy (eV): -9.32
Energy relative to the best compared isomer or geometry (same formula, charge and spin) (kcal/mol): 10.15
LUMO level (eV): 0.861

Each line ends with the Mulliken charge.
Element x y z (Å)
C -0.80 1.22 -0.96  -1.481
C -0.09 -0.12 -0.77  0.436
C 1.35 -0.08 -1.28  -1.418
N -0.17 -0.57 0.62  0.155
C 0.39 0.26 1.67  -0.826
C -0.89 -1.68 0.92  0.124
O -1.47 -2.39 0.12  -0.578
H -0.27 2.04 -0.47  0.343
H -0.86 1.46 -2.03  0.418
H -1.82 1.18 -0.56  0.354
H -0.64 -0.89 -1.33  0.290
H 1.82 -1.07 -1.21  0.340
H 1.37 0.23 -2.33  0.401
H 1.96 0.64 -0.71  0.332
H 1.46 0.43 1.52  0.259
H -0.12 1.23 1.73  0.291
H 0.26 -0.25 2.63  0.326
H -0.89 -1.90 2.01  0.234

---

5.
Computed, not measured: one molecule with the formula C6H14S2 in a non-equilibrium geometry, with ωB97M-V/def2-TZVPD.

Output
Structure (SMILES): CCCSSCCC
Highest occupied orbital energy (eV): -8.75
Energy relative to the best compared isomer or geometry (same formula, charge and spin) (kcal/mol): 0.00
LUMO level (eV): 0.940

Each line ends with the Mulliken charge.
Element x y z (Å)
C 0.68 2.18 -3.59  -1.146
C -0.04 2.37 -2.23  -0.259
C -0.52 1.04 -1.66  -0.796
S 0.82 0.11 -0.80  -0.105
S 0.34 0.17 1.17  -0.115
C -0.70 -1.28 1.45  -0.666
C 0.00 -2.33 2.26  -0.243
C 0.33 -1.93 3.67  -1.222
H 0.74 3.11 -4.15  0.338
H 0.20 1.44 -4.23  0.328
H 1.71 1.86 -3.43  0.293
H -0.91 2.99 -2.39  0.343
H 0.70 2.77 -1.55  0.221
H -0.88 0.34 -2.40  0.421
H -1.32 1.16 -0.95  0.368
H -1.10 -1.73 0.55  0.356
H -1.56 -0.93 2.02  0.349
H -0.63 -3.23 2.29  0.305
H 0.94 -2.63 1.79  0.231
H -0.56 -1.59 4.22  0.312
H 1.03 -1.10 3.74  0.354
H 0.72 -2.78 4.22  0.336

---

6.
Computed, not measured: a 2-piece molecular cluster, C4H11OSi overall, with ωB97M-V/def2-TZVPD.

Output
Highest occupied orbital energy (eV): -12.70
Total charge: +1
Energy relative to the best compared isomer or geometry (same formula, charge and spin) (kcal/mol): 0.00
LUMO level (eV): -5.461

Each line ends with the Mulliken charge.
Element x y z (Å)
C -3.85 -3.29 1.34  -0.054
C 2.15 -0.32 0.82  -0.953
C 1.55 2.48 -0.72  -0.944
C -0.71 0.13 -0.68  -0.920
O -3.16 -2.76 0.52  -0.387
Si 1.00 0.76 -0.21  0.679
H -4.08 -4.36 1.32  0.228
H -4.30 -2.73 2.18  0.213
H 1.94 -1.38 0.67  0.343
H 3.20 -0.14 0.58  0.340
H 2.02 -0.11 1.88  0.362
H 1.16 2.76 -1.70  0.346
H 1.20 3.23 -0.01  0.357
H 2.64 2.57 -0.76  0.348
H -0.87 0.20 -1.76  0.380
H -0.87 -0.91 -0.39  0.317
H -1.49 0.72 -0.21  0.345

---

What energy values result from the calculations? In sequence: -2850.6912, -6914.8828, -188.2600, -327.1152, -1033.3800, -523.4422 hartree.